1.
Formula: C20H33N3O4S
Source: the Open Molecules 2025 dataset
Level of theory: wB97M-V/def2-TZVPD

Positions of all 61 atoms, in Å:
C (3.2416, -1.3095, -3.9046)
C (3.1975, -0.0912, -2.9816)
C (2.3557, 1.0280, -3.5865)
C (2.7314, -0.4179, -1.5441)
N (1.3020, -0.3978, -1.3315)
C (0.4603, -1.4697, -1.8097)
C (0.4588, -2.7385, -0.9306)
C (0.4839, -3.9903, -1.8066)
C (-0.7625, -2.7692, -0.0134)
S (0.6118, 0.8779, -0.5637)
O (-0.7277, 1.0149, -1.0658)
O (1.4966, 2.0079, -0.6639)
C (0.4748, 0.4087, 1.1903)
C (1.3279, -0.6129, 1.5204)
C (1.2034, -1.3254, 2.7086)
N (2.0941, -2.3887, 2.9950)
O (2.9650, -2.6384, 2.1770)
O (1.9369, -3.0034, 4.0351)
C (0.1227, -1.0395, 3.5441)
C (-0.7049, 0.0070, 3.2472)
C (-0.5064, 0.8580, 2.1195)
N (-1.1961, 2.0094, 2.0249)
C (-0.9263, 3.0709, 1.0837)
C (-2.1631, 3.4780, 0.2566)
C (-3.2262, 2.3866, 0.1083)
C (-4.1826, 2.2801, 1.2979)
C (-3.5676, 1.6346, 2.5375)
C (-2.2685, 2.3313, 2.9470)
H (3.7290, -2.1494, -3.4140)
H (2.2467, -1.6166, -4.2158)
H (3.8068, -1.0678, -4.8025)
H (4.2273, 0.2695, -2.8774)
H (1.3322, 0.6957, -3.7452)
H (2.3296, 1.8815, -2.9148)
H (2.7723, 1.3398, -4.5415)
H (3.1395, -1.3885, -1.2383)
H (3.1309, 0.3561, -0.8867)
H (0.7784, -1.7287, -2.8202)
H (-0.5469, -1.0541, -1.8704)
H (1.3631, -2.7408, -0.3152)
H (0.4660, -4.8836, -1.1870)
H (-0.3828, -4.0115, -2.4641)
H (1.3835, -4.0174, -2.4168)
H (-0.6872, -3.5902, 0.6965)
H (-1.6671, -2.9075, -0.6022)
H (-0.8564, -1.8397, 0.5427)
H (2.1073, -0.8985, 0.8360)
H (-0.0426, -1.6490, 4.4189)
H (-1.5335, 0.1823, 3.9094)
H (-0.1184, 2.7815, 0.4245)
H (-0.5779, 3.9404, 1.6581)
H (-1.8074, 3.7458, -0.7374)
H (-2.6294, 4.3663, 0.6899)
H (-2.7353, 1.4336, -0.0841)
H (-3.8220, 2.6269, -0.7742)
H (-5.0509, 1.6892, 0.9991)
H (-4.5421, 3.2802, 1.5548)
H (-3.3598, 0.5825, 2.3343)
H (-4.2808, 1.6858, 3.3627)
H (-1.9872, 2.0741, 3.9710)
H (-2.4174, 3.4113, 2.9185)

Summary:
2S+1 ... 1
SMILES ... CC(C)CN(CC(C)C)S(=O)(=O)c1cc([N+](=O)[O-])ccc1N1CCCCCC1
Energy above the lowest of the compared OMol25 structures with the same formula, charge and spin ... 4.8554 eV
Calculated total energy ... -1645.19796 a.u.
Total charge ... 0
F_max ... 1.6 eV Å⁻¹

Löwdin atomic charge list, values in e, 2 entries: -0.076 -0.388



2.
Formula: C20H33N3O7PRbS7Sb
Source: the Open Molecules 2025 dataset
Level of theory: wB97M-V/def2-TZVPD

Positions of all 73 atoms, in Å:
Rb (0.5802, -1.3616, -0.1035)
C (5.4236, 0.0288, 0.5985)
C (5.3850, 1.0511, 1.7313)
S (3.9677, 0.8829, 2.8498)
C (3.1868, 2.5205, 2.7790)
C (1.6656, 2.4010, 2.8161)
S (0.9310, 1.7421, 1.3059)
C (1.0322, 3.1998, 0.2369)
C (0.6141, 2.8841, -1.1974)
S (1.4540, 1.5363, -2.0583)
C (3.1565, 2.1522, -2.1776)
C (4.0414, 1.8488, -0.9717)
S (4.0740, 0.0772, -0.6046)
H (5.3765, -0.9781, 1.0191)
H (6.3802, 0.1282, 0.0767)
H (5.3979, 2.0715, 1.3472)
H (6.2894, 0.9243, 2.3294)
H (3.5146, 3.0299, 1.8714)
H (3.5287, 3.1115, 3.6317)
H (1.2128, 3.3703, 3.0415)
H (1.3688, 1.7058, 3.6045)
H (2.0443, 3.6111, 0.2666)
H (0.3560, 3.9632, 0.6349)
H (0.6988, 3.7947, -1.7972)
H (-0.4252, 2.5500, -1.2262)
H (3.1475, 3.2306, -2.3663)
H (3.5737, 1.6663, -3.0616)
H (3.6684, 2.3731, -0.0932)
H (5.0653, 2.1839, -1.1706)
S (4.6617, -2.6239, 3.7831)
Sb (2.4647, -2.1762, 3.9035)
S (1.5745, -0.6513, 5.2928)
S (1.0460, -3.4222, 2.6754)
C (-3.5991, -1.0343, 4.4882)
C (-2.2606, -1.1290, 3.7610)
P (-2.1742, -0.5826, 1.9971)
C (-3.5720, -1.5483, 1.2637)
C (-3.5770, -1.5530, -0.2679)
C (-2.9225, 1.1053, 2.1488)
C (-2.8081, 1.9684, 0.8919)
H (-3.5027, -1.3881, 5.5180)
H (-4.3660, -1.6401, 4.0012)
H (-3.9630, -0.0059, 4.5264)
H (-1.8884, -2.1573, 3.7631)
H (-1.4922, -0.5568, 4.2886)
H (-4.5262, -1.1774, 1.6528)
H (-3.4556, -2.5733, 1.6324)
H (-3.6271, -0.5505, -0.6916)
H (-4.4269, -2.1245, -0.6480)
H (-2.6681, -2.0071, -0.6665)
H (-2.3934, 1.5910, 2.9766)
H (-3.9703, 1.0094, 2.4537)
H (-1.7622, 2.1130, 0.6286)
H (-3.2651, 2.9483, 1.0614)
H (-3.2804, 1.5184, 0.0205)
O (-3.3880, -3.7856, -6.6546)
N (-3.4067, -2.6992, -6.0758)
O (-4.2571, -1.8467, -6.3138)
C (-2.4099, -2.4141, -5.0843)
C (-2.4626, -1.2011, -4.3618)
C (-1.5135, -0.9166, -3.3978)
C (-0.3219, -1.7791, -3.2530)
O (0.7455, -1.4286, -2.7363)
C (-0.4884, -3.0874, -3.8644)
C (-1.4566, -3.3679, -4.8133)
N (0.4607, -4.1249, -3.5582)
O (0.6388, -5.0208, -4.3845)
O (0.9975, -4.1287, -2.4601)
N (-1.6915, 0.2096, -2.6028)
O (-1.0542, 0.3239, -1.4762)
O (-2.6232, 1.0338, -2.8888)
H (-3.2644, -0.4994, -4.5197)
H (-1.4602, -4.3188, -5.3217)

Summary:
2S+1 ... 2
Energy above the lowest of the compared OMol25 structures with the same formula, charge and spin ... 0.0606 eV
Calculated total energy ... -4865.73895 a.u.
Total charge ... -2
F_max ... 0.3 eV Å⁻¹

Löwdin atomic charge list, values in e, 2 entries: 0.585 -0.552



3.
Formula: C20H33N5O2
Source: the Open Molecules 2025 dataset
Level of theory: wB97M-V/def2-TZVPD

Positions of all 60 atoms, in Å:
C (-1.7642, -4.8963, -0.3265)
C (-1.5445, -4.3513, 1.0792)
C (-1.7120, -2.8345, 1.1859)
C (-0.6844, -2.0382, 0.3698)
C (-1.2535, -1.5261, -0.9529)
C (-0.1697, -0.9144, -1.8435)
N (0.5102, 0.1827, -1.2019)
C (0.0870, 1.4511, -1.0105)
C (-1.2217, 1.9791, -1.4832)
N (-2.3249, 1.4284, -0.7095)
C (-3.6157, 1.7455, -1.2923)
C (-4.7162, 0.9909, -0.5525)
C (-4.7222, 1.3602, 0.9304)
C (-5.7787, 0.5685, 1.6935)
C (-3.3242, 1.1073, 1.4933)
C (-2.2769, 1.8570, 0.6784)
N (0.9703, 2.1905, -0.3567)
C (2.0075, 1.3643, -0.1086)
C (1.7546, 0.0998, -0.6184)
C (2.6991, -0.9681, -0.5089)
O (2.5879, -2.1049, -0.9319)
N (3.8491, -0.5650, 0.1744)
C (4.8667, -1.5907, 0.3369)
C (4.1295, 0.6907, 0.6995)
O (5.1695, 0.9333, 1.2740)
N (3.1649, 1.6598, 0.5402)
C (3.4131, 2.9867, 1.0614)
H (-2.7424, -4.6026, -0.7028)
H (-1.0006, -4.5307, -1.0076)
H (-1.7150, -5.9831, -0.3183)
H (-2.2580, -4.8253, 1.7585)
H (-0.5413, -4.6224, 1.4153)
H (-1.6224, -2.5643, 2.2405)
H (-2.7206, -2.5620, 0.8657)
H (-0.3483, -1.1785, 0.9548)
H (0.1915, -2.6600, 0.1751)
H (-1.7126, -2.3451, -1.5060)
H (-2.0111, -0.7655, -0.7549)
H (0.5909, -1.6648, -2.0716)
H (-0.6162, -0.5544, -2.7751)
H (-1.3692, 1.6945, -2.5302)
H (-1.1770, 3.0791, -1.4197)
H (-3.6044, 1.4415, -2.3430)
H (-3.8195, 2.8310, -1.2528)
H (-4.5404, -0.0816, -0.6548)
H (-5.6813, 1.2236, -1.0061)
H (-4.9483, 2.4291, 1.0228)
H (-5.7791, 0.8475, 2.7446)
H (-6.7689, 0.7602, 1.2864)
H (-5.5788, -0.4985, 1.6225)
H (-3.2703, 1.4298, 2.5344)
H (-3.1069, 0.0385, 1.4554)
H (-1.2784, 1.6473, 1.0677)
H (-2.4488, 2.9454, 0.7608)
H (4.4410, -2.4422, 0.8674)
H (5.6925, -1.1640, 0.8995)
H (5.2064, -1.9266, -0.6428)
H (3.6275, 2.9286, 2.1287)
H (4.2751, 3.4284, 0.5602)
H (2.5220, 3.5808, 0.8794)

Summary:
2S+1 ... 1
SMILES ... CCCCCCn1c(CN2CCC(C)CC2)nc2c1c(=O)n(C)c(=O)n2C
Energy above the lowest of the compared OMol25 structures with the same formula, charge and spin ... 0.0820 eV
Calculated total energy ... -1206.24376 a.u.
Total charge ... 0
F_max ... 1.4 eV Å⁻¹

Löwdin atomic charge list, values in e, 2 entries: -0.113 -0.267



4.
Formula: C20H33N5O5
Source: the Open Molecules 2025 dataset
Level of theory: wB97M-V/def2-TZVPD

Positions of all 63 atoms, in Å:
N (-4.1252, 0.2664, 2.8863)
C (-4.1988, -0.7907, 2.0255)
O (-5.2780, -1.3547, 1.9790)
C (-3.0839, -1.2224, 1.2031)
C (-3.2219, -2.2941, 0.3248)
C (-2.1177, -2.6588, -0.4232)
C (-0.9342, -1.9395, -0.2931)
N (0.1733, -2.2022, -1.0496)
C (0.0414, -2.8041, -2.3831)
C (1.3969, -2.9818, -3.0507)
C (1.2048, -2.5869, -4.5249)
C (2.1319, -1.4300, -4.9172)
O (1.8931, -0.2771, -4.1028)
C (-0.2693, -2.2035, -4.6954)
O (-0.9997, -3.3134, -5.2179)
C (-0.7654, -1.8919, -3.2998)
N (-0.7845, -0.9171, 0.5380)
C (-1.8494, -0.5796, 1.2841)
H (-4.9995, 0.5797, 3.2932)
H (-3.3147, 0.8876, 2.8710)
H (-4.1632, -2.8360, 0.2393)
H (-2.1952, -3.4996, -1.0985)
H (0.8780, -1.4789, -0.9497)
H (-0.4329, -3.7916, -2.3327)
H (2.1524, -2.3538, -2.5675)
H (1.7264, -4.0222, -2.9682)
H (1.4358, -3.4404, -5.1705)
H (1.9725, -1.1733, -5.9695)
H (3.1748, -1.7432, -4.8053)
H (2.4942, 0.4454, -4.3536)
H (-0.3934, -1.3419, -5.3605)
H (-1.9229, -3.0620, -5.3919)
H (-1.8421, -2.0552, -3.2017)
H (-0.5545, -0.8428, -3.0679)
H (-1.7176, 0.2338, 1.9811)
C (2.2423, -1.3219, 2.6848)
N (1.5313, -0.1341, 2.2192)
C (1.7373, 1.0982, 2.6967)
O (2.5703, 1.3358, 3.5690)
C (0.9162, 2.2470, 2.1009)
N (0.3329, 3.0576, 3.1869)
C (-0.9173, 2.9611, 3.6416)
C (-1.2529, 3.7976, 4.8539)
O (-1.7776, 2.2476, 3.1370)
C (1.7935, 3.1179, 1.1736)
C (2.4489, 2.2992, 0.0522)
C (0.9701, 4.2341, 0.5152)
H (3.3023, -1.2390, 2.4383)
H (2.1402, -1.4093, 3.7685)
H (1.8271, -2.2128, 2.2107)
H (0.8021, -0.2676, 1.5254)
H (0.1152, 1.8192, 1.4981)
H (0.9702, 3.6396, 3.7073)
H (-2.2582, 3.5484, 5.1918)
H (-0.5411, 3.5843, 5.6499)
H (-1.2069, 4.8515, 4.5862)
H (2.5843, 3.5844, 1.7625)
H (1.6863, 1.7744, -0.5240)
H (3.1488, 1.5764, 0.4712)
H (3.0079, 2.9592, -0.6112)
H (1.6055, 4.8254, -0.1441)
H (0.5563, 4.8984, 1.2729)
H (0.1536, 3.8031, -0.0646)

Summary:
2S+1 ... 1
SMILES ... NC(=O)c1ccc(N[C@@H]2C[C@H](CO)[C@@H](O)C2)nc1.CNC(=O)[C@@H](NC(C)=O)C(C)C
Calculated total energy ... -1431.97509 a.u.
Total charge ... 0
F_max ... 2.7 eV Å⁻¹

Löwdin atomic charge list, values in e, 2 entries: 0.172 -0.522